## P
# C3H3FS

C3H3FS in the gas phase (wB97M-V/def2-TZVPD, the OMol25 dataset).

Geometry as XYZ:
```
8
C3H3FS | the OMol25 dataset | wB97M-V/def2-TZVPD
F -2.438 -0.734 0.066
C -1.080 -0.637 -0.104
C -0.357 0.506 -0.134
C 1.060 0.370 0.136
S 2.067 -0.822 -0.014
H -0.401 -1.685 0.012
H -0.514 1.622 0.001
H 1.664 1.380 0.035
```

Computed properties:
- charge = 0
- structure (SMILES) = F/C=C/C=S
- gap between HOMO and LUMO (eV) = 7.882
- HOMO level (eV) = -8.772

=====

## Q
# C3H3FS

C3H3FS in the gas phase (wB97M-V/def2-TZVPD, the OMol25 dataset).

Geometry as XYZ:
```
8
C3H3FS | the OMol25 dataset | wB97M-V/def2-TZVPD
C 1.246 -0.221 0.054
C 0.203 0.580 -0.019
C -1.219 -0.087 -0.012
F -1.266 -1.425 -0.001
S -2.668 0.754 0.005
H 2.367 0.013 -0.179
H 1.039 -1.242 0.175
H 0.299 1.629 -0.023
```

Computed properties:
- charge = 0
- structure (SMILES) = C=CC(F)=S
- gap between HOMO and LUMO (eV) = 8.589
- HOMO level (eV) = -9.338

=====

Quick ranking, most stable first: Q, P.

=====

## P
# H19O9

9 unconnected molecules or ions with the total composition H19O9 (wB97M-V/def2-TZVPD, the OMol25 dataset).

Geometry as XYZ:
```
28
H19O9 | the OMol25 dataset | wB97M-V/def2-TZVPD
O -1.705 0.449 1.012
H -2.454 -0.084 1.359
H 3.627 -0.849 -0.950
O 0.633 0.198 3.584
H -0.091 -0.325 3.293
O 0.492 -0.498 1.150
H 2.618 2.844 0.101
H 1.289 -0.046 1.455
O 2.488 1.995 -0.331
H 0.863 -0.986 0.376
H 0.786 0.422 4.500
O -0.119 -2.469 -1.134
H 1.323 1.762 -3.527
H -0.471 -3.196 -0.619
O 0.415 1.486 -3.332
H 0.058 2.353 -3.572
H 0.278 -2.862 -1.936
O -1.801 1.585 -1.469
H -1.674 0.878 0.127
H -0.832 1.596 -1.370
O -3.546 -1.476 1.077
H 2.119 1.375 -0.945
H -1.845 1.436 -2.436
O 3.052 -1.039 -0.215
H -3.953 -2.044 0.421
H -4.296 -1.340 1.679
H -0.840 -0.238 1.120
H 3.586 -0.925 0.582
```

Computed properties:
- charge = +1
- gap between HOMO and LUMO (eV) = 11.561
- HOMO level (eV) = -14.291

=====

## Q
# H19O9

9 unconnected molecules or ions with the total composition H19O9 (wB97M-V/def2-TZVPD, the OMol25 dataset).

Geometry as XYZ:
```
28
H19O9 | the OMol25 dataset | wB97M-V/def2-TZVPD
O 3.159 -0.619 0.158
H 3.666 -1.375 -0.084
H 3.659 0.113 0.414
O 1.203 -1.488 2.148
H -1.513 -1.276 -0.062
O 0.729 1.588 1.410
H 0.638 0.841 2.050
H 0.313 2.243 1.905
O -0.069 -3.550 -0.918
H -0.164 -3.375 -1.858
H 0.732 -4.107 -0.659
O -1.033 -0.291 0.967
H -0.410 0.256 0.485
H -0.777 -0.422 1.961
O -2.223 -1.601 -0.812
H -2.729 -0.716 -0.967
H -1.714 -1.703 -1.678
O 0.705 3.959 -0.068
H 1.207 3.236 0.217
H 1.182 4.533 -0.575
O -0.600 -0.501 -2.419
H -1.020 0.220 -2.950
H 0.353 -0.282 -2.316
O -2.623 2.540 -0.451
H -3.385 3.078 -0.708
H -2.741 2.075 0.369
H 1.778 -1.660 1.471
H 1.678 -1.717 2.968
```

Computed properties:
- charge = +1
- gap between HOMO and LUMO (eV) = 10.594
- HOMO level (eV) = -13.770

=====

Quick ranking, most stable first: Q, P.

=====

## P
# C26H25F5N2O2S2Ti

A molecular structure, C26H25F5N2O2S2Ti (wB97M-V/def2-TZVPD, the OMol25 dataset).

Geometry as XYZ:
```
63
C26H25F5N2O2S2Ti | the OMol25 dataset | wB97M-V/def2-TZVPD
Ti 0.883 0.442 0.228
C 3.375 0.265 -2.694
C 3.705 0.275 -1.248
N 2.845 -0.078 -0.241
C 3.551 -0.156 0.993
C 4.897 -0.045 0.850
S 5.353 0.441 -0.736
C 2.809 -0.136 2.215
C 3.208 0.030 3.509
S 1.873 0.305 4.561
C 0.817 -0.192 3.328
N 1.379 -0.283 2.097
C -0.597 -0.473 3.659
H 2.823 -0.588 -3.071
H 4.309 0.346 -3.241
H 2.860 1.156 -2.994
H 5.640 -0.174 1.640
H 4.226 0.074 3.894
H -0.780 -1.553 3.693
H -1.267 -0.054 2.918
H -0.784 -0.069 4.673
F -1.405 5.917 -2.442
C -0.732 5.089 -1.606
C -0.458 5.471 -0.289
F -0.859 6.688 0.196
C 0.179 4.563 0.538
F 0.516 5.008 1.808
C 0.339 3.218 0.212
O 0.478 2.208 1.074
C 0.232 2.929 -1.160
F 0.674 1.705 -1.626
C -0.386 3.803 -2.012
F -0.806 3.385 -3.251
C 0.824 -2.851 -2.180
C 0.038 -3.595 -1.077
C 0.772 -4.108 0.151
C -1.280 -2.959 -0.579
C -2.311 -3.758 -0.017
C -3.530 -3.233 0.353
C -3.772 -1.879 0.130
C -2.785 -1.028 -0.347
C -3.119 0.460 -0.483
C -2.564 1.184 -1.746
C -3.071 1.185 0.873
C -1.471 -1.538 -0.539
O -0.412 -0.633 -0.424
H 1.785 -3.334 -2.403
H 1.046 -1.781 -1.920
H 0.251 -2.846 -3.124
H -0.281 -4.493 -1.630
H 0.767 -3.364 0.944
H 1.829 -4.362 -0.039
H 0.352 -5.027 0.568
H -2.110 -4.824 0.106
H -4.332 -3.886 0.727
H -4.722 -1.448 0.422
H -4.181 0.401 -0.640
H -1.472 1.344 -1.762
H -3.039 2.157 -1.924
H -2.772 0.585 -2.659
H -2.262 1.896 1.066
H -3.096 0.451 1.683
H -3.984 1.766 0.997
```

Computed properties:
- charge = +1
- spin multiplicity = 2
- gap between HOMO and LUMO (spin up / spin down) (eV) = 7.130 / 7.190
- HOMO level (spin up / spin down) (eV) = -10.803 / -10.813

=====

## Q
# C26H25F5N2O2S2Ti

A molecular structure, C26H25F5N2O2S2Ti (wB97M-V/def2-TZVPD, the OMol25 dataset).

Geometry as XYZ:
```
63
C26H25F5N2O2S2Ti | the OMol25 dataset | wB97M-V/def2-TZVPD
Ti -0.094 0.215 -1.046
C 0.184 -2.923 -3.078
C -1.041 -2.091 -3.042
N -1.183 -0.892 -2.459
C -2.468 -0.267 -2.752
C -3.340 -1.219 -3.308
S -2.469 -2.620 -3.819
C -2.578 1.072 -2.274
C -3.627 1.915 -2.107
S -3.137 3.493 -1.550
C -1.472 3.026 -1.720
N -1.341 1.697 -1.899
C -0.294 3.945 -1.887
H 0.926 -2.638 -2.321
H 0.696 -2.815 -4.031
H -0.128 -3.996 -2.879
H -4.433 -1.126 -3.531
H -4.693 1.758 -2.391
H 0.262 4.024 -0.934
H -0.654 4.963 -2.190
H 0.439 3.550 -2.641
F 6.095 2.292 -0.400
C 4.963 1.691 -0.801
C 3.737 2.107 -0.253
F 3.609 3.119 0.639
C 2.653 1.454 -0.755
F 1.387 1.743 -0.352
C 2.648 0.439 -1.746
O 1.460 -0.056 -2.161
C 3.878 0.065 -2.245
F 3.927 -1.000 -3.123
C 5.013 0.744 -1.817
F 6.234 0.494 -2.412
C -1.261 -3.164 0.398
C 0.035 -3.105 1.294
C 1.364 -3.294 0.519
C 0.133 -1.982 2.284
C 0.799 -2.170 3.502
C 0.711 -1.237 4.534
C -0.060 -0.087 4.354
C -0.730 0.153 3.154
C -1.527 1.459 3.038
C -2.835 1.518 2.242
C -0.738 2.747 2.818
C -0.418 -0.679 1.997
O -0.540 -0.232 0.732
H -1.337 -4.209 0.046
H -1.115 -2.543 -0.493
H -2.123 -2.875 0.974
H -0.061 -4.012 1.946
H 2.162 -3.664 1.166
H 1.741 -2.322 0.042
H 1.185 -4.032 -0.245
H 1.346 -3.098 3.660
H 1.334 -1.428 5.405
H -0.130 0.664 5.180
H -1.890 1.483 4.120
H -2.646 1.619 1.170
H -3.380 2.420 2.623
H -3.427 0.628 2.532
H -0.737 2.968 1.713
H 0.248 2.713 3.221
H -1.263 3.599 3.358
```

Computed properties:
- charge = +1
- spin multiplicity = 2
- gap between HOMO and LUMO (spin up / spin down) (eV) = 6.603 / 6.668
- HOMO level (spin up / spin down) (eV) = -10.355 / -10.373

=====

Quick ranking, most stable first: Q, P.

=====

## P
# C5H10NS

A gas-phase ion, C5H10NS (charge +1) (wB97M-V/def2-TZVPD, the OMol25 dataset).

Geometry as XYZ:
```
17
C5H10NS | the OMol25 dataset | wB97M-V/def2-TZVPD
C 0.206 -1.649 -0.417
C 1.485 -1.515 -0.053
C 0.651 1.055 0.298
C 0.383 2.244 -0.467
C -1.615 -0.650 0.830
N -0.672 -0.529 -0.360
S 2.227 0.146 -0.029
H -0.042 -2.562 -0.928
H 2.221 -2.302 -0.088
H 0.258 0.736 1.241
H 1.119 2.916 -0.120
H -0.561 2.696 -0.372
H 0.781 2.052 -1.433
H -2.337 0.105 0.877
H -2.070 -1.534 0.660
H -0.911 -0.888 1.542
H -1.123 -0.323 -1.182
```

Computed properties:
- charge = +1
- gap between HOMO and LUMO (eV) = 8.838
- HOMO level (eV) = -13.511

=====

## Q
# C5H10NS

A gas-phase ion, C5H10NS (charge +1) (wB97M-V/def2-TZVPD, the OMol25 dataset).

Geometry as XYZ:
```
17
C5H10NS | the OMol25 dataset | wB97M-V/def2-TZVPD
C 1.343 -1.639 1.158
C 0.895 -0.596 0.517
S 1.928 0.656 -0.277
C 0.322 1.667 -0.410
C -0.655 1.058 0.526
N -0.497 -0.363 0.187
C -0.910 -0.614 -1.223
H 2.398 -1.549 1.364
H 0.808 -2.507 1.475
H -0.023 1.631 -1.397
H 0.781 2.668 -0.174
H -0.315 1.138 1.520
H -1.685 1.391 0.440
H -1.160 -0.988 0.741
H -0.092 -0.836 -1.817
H -1.629 -1.421 -1.174
H -1.509 0.304 -1.454
```

Computed properties:
- charge = +1
- structure (SMILES) = C=C1SCC[N@H+]1C
- gap between HOMO and LUMO (eV) = 9.841
- HOMO level (eV) = -13.191

=====

Quick ranking, most stable first: Q, P.